19
Properties=species:S:1:pos:R:3:mulliken_spin:R:1 method="wB97M-V/def2-TZVPD" lumo_ev="-0.758 / -0.753" relative_energy_kcal_mol=32.1 e_tot_ha=-703.83811 s_squared=0.751 gap_ev="5.4 / 7.1" spin_multiplicity=2
C 2.148 1.359 1.171 -0.001
C 0.820 0.778 1.613 0.000
O -0.226 1.534 1.257 0.001
Li -0.591 2.086 -0.412 0.000
H 2.989 0.889 1.703 0.000
H 2.257 1.235 0.082 0.000
H 2.161 2.450 1.328 0.000
H 0.744 0.535 2.695 0.000
H 0.644 -0.444 1.189 0.001
O -1.749 -2.365 -0.183 -0.049
C -1.924 0.688 -1.404 0.013
C -0.576 -1.912 -0.173 -0.010
O -3.146 0.528 -1.423 0.005
O -1.319 -0.504 -1.937 -0.018
C -0.162 -0.986 -1.286 0.022
Mg -3.158 -1.642 -1.622 1.028
H 0.229 -2.560 0.219 -0.003
H 0.473 -1.521 -2.007 -0.003
H 0.387 -0.145 -0.809 0.012